This record from the Open Molecules 2025 dataset describes C34H28BrCl2FN3O3S2Ti as an isolated structure. The level of theory is ωB97M-V/def2-TZVPD.

Each line ends with the Löwdin charge.
Positions of all 75 atoms, in Å:
Ti  -0.54356  0.72358  -0.14738  0.708
O  -2.21424  0.82063  6.00304  0.128
C  -1.91270  0.88753  4.70775  -0.286
C  -1.97067  2.06124  3.95368  0.040
C  -1.64631  2.00695  2.62058  -0.127
N  -1.28083  0.87693  1.99109  -0.133
C  -1.19693  -0.22230  2.75053  -0.687
Br  -0.54438  -1.67465  1.77080  0.972
C  -1.50300  -0.28962  4.08313  0.004
H  -2.48289  1.67912  6.35316  0.135
H  -2.26131  3.00222  4.40137  0.133
H  -1.67425  2.91009  2.02643  0.123
H  -1.42284  -1.21230  4.63863  0.134
O  0.76711  -0.19783  -1.11276  -0.285
C  0.86575  -0.42115  -2.43128  -0.329
C  2.07323  -0.19964  -3.08521  0.008
C  2.16215  -0.42495  -4.44426  -0.046
C  1.05833  -0.87884  -5.16311  -0.067
C  -0.13270  -1.12000  -4.51070  -0.021
C  -0.24140  -0.89814  -3.13699  -0.084
C  -1.42347  -1.25887  -2.37265  -0.232
N  -1.74638  -0.84066  -1.15104  0.008
C  -2.85989  -1.55958  -0.75750  -0.146
C  -3.21777  -2.40415  -1.74977  -0.043
N  -2.31332  -2.19364  -2.76458  0.145
H  2.91522  0.15824  -2.50733  0.124
H  3.09635  -0.24300  -4.95892  0.114
H  1.13332  -1.04070  -6.22927  0.109
H  -0.98920  -1.46304  -5.08007  0.114
H  -3.33658  -1.40311  0.19269  0.105
H  -4.02167  -3.11287  -1.83015  0.127
H  -2.25377  -2.71211  -3.62425  0.163
Cl  1.46256  1.44078  1.43338  0.826
C  2.43793  2.44936  0.38118  -0.582
C  3.72714  2.73396  0.78491  -0.107
C  4.50274  3.54933  -0.02127  -0.060
C  3.97793  4.05288  -1.20158  -0.093
C  2.67920  3.74829  -1.57357  -0.675
Cl  2.06964  4.40151  -3.05164  0.705
C  1.85215  2.93255  -0.78624  -0.631
S  0.17436  2.67229  -1.23698  0.771
H  4.10605  2.32414  1.71032  0.103
H  5.51491  3.79385  0.26950  0.115
H  4.56866  4.68864  -1.84595  0.112
F  -7.38432  -0.52777  -0.79622  0.067
C  -6.18354  0.07318  -0.71853  -0.283
C  -5.66032  0.36754  0.52276  -0.003
C  -4.41560  0.98074  0.59256  -0.055
C  -3.69050  1.29332  -0.55637  -0.311
C  -2.34851  1.92868  -0.51482  -0.256
C  -4.27500  1.00009  -1.79176  -0.044
C  -5.51444  0.39265  -1.88517  0.002
H  -6.22972  0.13069  1.41160  0.122
H  -4.01679  1.22349  1.57007  0.101
H  -2.22591  2.58559  0.34488  0.021
H  -2.22076  2.56814  -1.38683  0.024
H  -3.74162  1.25871  -2.69982  0.125
H  -5.96906  0.17155  -2.84157  0.125
C  2.27591  -4.87367  0.73684  -0.223
S  1.83764  -3.22826  0.14710  0.821
O  2.38534  -3.09978  -1.22316  -0.496
C  2.90855  -2.26744  1.22050  -0.411
C  3.76757  -1.37528  0.60256  -0.072
C  4.59252  -0.57769  1.38454  -0.085
C  4.53807  -0.66360  2.76822  -0.082
C  3.66343  -1.55549  3.37923  -0.073
C  2.84445  -2.36374  2.60557  -0.116
H  3.35096  -4.95624  0.87935  0.069
H  1.94507  -5.54758  -0.05182  0.058
H  1.73631  -5.09150  1.65781  0.053
H  3.79538  -1.34282  -0.47942  0.104
H  5.28444  0.10438  0.90759  0.108
H  5.18823  -0.04790  3.37668  0.109
H  3.63363  -1.63355  4.45811  0.109
H  2.17390  -3.06941  3.08180  0.101

Summary:
- E_HOMO (eV) = -10.6
- charge = +1
- Kohn-Sham gap (eV) = 7.230
- LUMO level (eV) = -3.37

---

This record from the Open Molecules 2025 dataset describes C14H25FeN7S as an isolated structure. The level of theory is ωB97M-V/def2-TZVPD.

Each line ends with the natural charge from an NBO analysis.
Positions of all 48 atoms, in Å:
Fe  -0.05700  0.08902  0.10408  0.704
C  2.92705  -2.37488  1.73098  -0.678
C  1.71829  -1.53953  1.48150  0.274
N  1.58335  -0.78679  0.45456  -0.209
N  2.50171  -0.85571  -0.58599  -0.449
C  1.82888  -1.18959  -1.66381  0.291
N  2.51560  -1.47968  -2.78650  -0.783
S  0.07705  -1.40400  -1.66561  -0.286
C  0.44954  -1.66979  2.22847  0.149
C  0.31436  -2.36006  3.41961  -0.196
C  -0.95581  -2.58609  3.93018  -0.122
C  -2.05434  -2.12437  3.22564  -0.225
C  -1.83627  -1.42108  2.05240  0.049
N  -0.62140  -1.18560  1.55867  -0.442
H  3.17713  -2.92391  0.82342  0.269
H  2.78093  -3.08204  2.54192  0.234
H  3.78209  -1.73958  1.96486  0.262
H  3.51506  -1.59751  -2.72383  0.418
H  2.03480  -1.92439  -3.54885  0.418
H  1.18807  -2.72599  3.93884  0.249
H  -1.08266  -3.12906  4.85683  0.252
H  -3.06246  -2.30552  3.56930  0.251
H  -2.67079  -1.04080  1.47390  0.190
N  -3.57421  1.80557  -1.32705  -0.670
C  -2.14292  1.89769  -0.80976  0.001
C  -1.30027  2.60040  -1.85981  -0.442
C  0.13327  2.78006  -1.35966  -0.044
N  0.74583  1.44467  -1.23076  -0.820
C  0.15976  3.51247  -0.02144  -0.432
C  -0.72219  2.87600  1.04970  -0.043
N  -0.13208  1.59798  1.51428  -0.819
C  -2.14345  2.62324  0.52921  -0.443
H  -3.61633  1.29411  -2.21366  0.456
H  -3.95601  2.74146  -1.49387  0.448
H  -4.19497  1.33378  -0.66460  0.449
H  -1.85328  0.83834  -0.72101  0.196
H  -1.72773  3.58628  -2.06878  0.237
H  -1.30234  2.03139  -2.79398  0.242
H  0.67439  3.37995  -2.09376  0.234
H  1.73172  1.51865  -0.98529  0.417
H  0.73012  0.96866  -2.13228  0.416
H  -0.17962  4.53875  -0.18141  0.248
H  1.18705  3.59166  0.34230  0.241
H  -0.80060  3.57248  1.88644  0.232
H  -0.62671  1.27767  2.34396  0.397
H  0.82830  1.75084  1.81513  0.410
H  -2.63548  3.59309  0.40657  0.241
H  -2.71775  2.06131  1.27258  0.230

Summary:
- E_HOMO (spin up / spin down) (eV) = -13.6 / -13.6
- charge = +2
- Kohn-Sham gap (spin up / spin down) (eV) = 7.599 / 7.599
- LUMO level (spin up / spin down) (eV) = -6.04 / -6.04